A 13-piece molecular cluster, C34H98N4O22 overall in a non-equilibrium geometry. Source: the Open Molecules 2025 dataset; level of theory: the ωB97M-V functional and the def2-TZVPD basis.

Results
- HOMO-LUMO gap (eV) = 9.16
- ΔE to the lowest compared entry with this formula, charge and spin (kcal/mol) = 209.7

Last column: Mulliken charge in e.
Cartesian coordinates (Å):
C (7.31, 10.15, 11.24)  -1.36
C (6.40, 11.47, 11.38)  0.62
C (6.92, 12.68, 10.61)  -0.86
O (6.01, 13.76, 10.67)  -0.26
C (6.20, 14.74, 9.77)  -0.81
N (5.06, 11.12, 10.96)  -0.72
H (8.34, 10.40, 11.47)  0.34
H (7.46, 9.79, 10.22)  0.37
H (6.94, 9.26, 11.74)  0.33
H (6.34, 11.76, 12.43)  0.20
H (7.18, 12.43, 9.58)  0.41
H (7.89, 13.04, 10.94)  0.39
H (5.29, 15.34, 9.86)  0.25
H (6.21, 14.40, 8.73)  0.33
H (6.99, 15.47, 9.89)  0.30
H (4.41, 11.87, 10.78)  0.24
H (4.50, 10.62, 11.63)  0.22
C (1.59, 12.40, 24.02)  -1.47
C (3.07, 12.32, 24.24)  0.39
C (3.52, 12.70, 25.66)  -0.84
O (4.89, 12.46, 26.04)  -0.32
C (5.31, 13.19, 27.18)  -0.81
N (3.61, 11.09, 23.97)  -0.76
H (1.19, 12.01, 23.09)  0.37
H (1.18, 13.33, 24.42)  0.35
H (1.06, 11.73, 24.71)  0.36
H (3.72, 12.97, 23.65)  0.32
H (2.95, 12.24, 26.47)  0.38
H (3.32, 13.76, 25.79)  0.45
H (5.32, 14.23, 26.85)  0.36
H (6.37, 12.99, 27.28)  0.28
H (4.88, 13.03, 28.18)  0.29
H (4.60, 11.25, 24.10)  0.36
H (3.44, 10.51, 24.78)  0.30
C (-10.26, 2.55, 14.02)  -1.32
C (-9.14, 2.40, 12.88)  0.43
C (-8.34, 3.75, 12.53)  -0.88
O (-7.62, 4.46, 13.49)  -0.40
C (-6.42, 3.82, 13.71)  -0.76
N (-8.29, 1.25, 13.10)  -0.68
H (-10.76, 1.59, 14.14)  0.34
H (-11.01, 3.35, 13.93)  0.35
H (-9.86, 2.80, 15.01)  0.33
H (-9.65, 2.21, 11.94)  0.26
H (-9.08, 4.45, 12.14)  0.44
H (-7.83, 3.61, 11.57)  0.46
H (-6.48, 3.35, 14.70)  0.27
H (-5.67, 4.60, 13.60)  0.29
H (-6.08, 3.07, 13.00)  0.33
H (-8.92, 0.49, 13.32)  0.26
H (-7.97, 1.07, 12.16)  0.27
C (-0.32, 4.83, 19.29)  -1.24
C (-0.12, 3.87, 20.59)  0.26
C (-0.54, 2.43, 20.21)  -0.64
O (-1.93, 2.43, 19.92)  -0.32
C (-2.39, 1.22, 19.33)  -0.75
N (1.29, 3.95, 20.93)  -0.74
H (-0.06, 5.86, 19.54)  0.37
H (-1.35, 4.79, 18.96)  0.31
H (0.36, 4.51, 18.50)  0.34
H (-0.71, 4.18, 21.46)  0.32
H (-0.22, 1.83, 21.06)  0.31
H (0.05, 2.01, 19.40)  0.35
H (-3.39, 1.37, 18.94)  0.25
H (-2.45, 0.52, 20.17)  0.29
H (-1.85, 0.92, 18.42)  0.32
H (1.34, 4.93, 21.17)  0.28
H (1.25, 3.47, 21.81)  0.28
C (1.10, 17.00, 16.43)  -0.44
C (1.81, 16.33, 15.23)  -0.31
O (2.88, 15.55, 15.68)  -0.49
O (1.17, 16.04, 17.58)  -0.50
H (0.11, 17.19, 16.01)  0.33
H (1.69, 17.91, 16.52)  0.25
H (1.95, 16.93, 14.33)  0.42
H (1.07, 15.56, 15.03)  0.14
H (3.55, 15.82, 15.04)  0.30
H (2.09, 16.00, 17.86)  0.29
C (-11.54, 11.05, 21.69)  -0.29
C (-11.47, 10.51, 20.28)  -0.36
O (-10.28, 11.12, 19.64)  -0.53
O (-11.63, 12.47, 21.66)  -0.52
H (-10.67, 10.86, 22.32)  0.23
H (-12.45, 10.66, 22.15)  0.28
H (-12.33, 10.72, 19.65)  0.25
H (-11.54, 9.43, 20.37)  0.32
H (-9.63, 10.43, 19.48)  0.30
H (-11.00, 12.74, 20.99)  0.32
C (1.42, 5.66, 12.20)  -0.43
C (2.18, 4.70, 11.24)  -0.39
O (2.98, 5.47, 10.40)  -0.51
O (2.38, 6.17, 13.10)  -0.52
H (0.62, 5.09, 12.66)  0.32
H (0.81, 6.42, 11.73)  0.33
H (1.27, 4.30, 10.79)  0.31
H (2.88, 4.12, 11.84)  0.29
H (3.55, 5.99, 10.97)  0.32
H (1.99, 6.86, 13.63)  0.29
C (-6.21, 17.51, 23.43)  -0.82
C (-6.71, 16.78, 22.30)  -0.10
O (-7.96, 17.20, 22.02)  -0.48
O (-6.19, 18.92, 23.17)  -0.51
H (-5.19, 17.13, 23.53)  0.31
H (-6.85, 17.30, 24.28)  0.41
H (-6.78, 15.76, 22.68)  0.23
H (-6.12, 16.80, 21.38)  0.32
H (-8.23, 17.63, 22.83)  0.31
H (-6.95, 19.29, 23.63)  0.34
C (8.14, 10.55, 19.34)  -0.29
C (8.75, 11.05, 20.69)  -0.38
O (8.56, 12.40, 20.82)  -0.49
O (6.86, 11.20, 19.10)  -0.58
H (7.88, 9.50, 19.30)  0.29
H (8.84, 10.81, 18.55)  0.26
H (9.83, 10.90, 20.63)  0.26
H (8.43, 10.52, 21.59)  0.25
H (7.71, 12.53, 20.39)  0.36
H (6.23, 10.90, 19.77)  0.30
C (1.15, 13.21, 6.89)  -0.38
C (2.46, 12.61, 6.19)  -0.20
O (3.01, 13.58, 5.37)  -0.51
O (0.33, 13.54, 5.77)  -0.58
H (1.18, 14.18, 7.38)  0.28
H (0.77, 12.40, 7.52)  0.26
H (2.29, 11.67, 5.67)  0.27
H (3.21, 12.55, 6.98)  0.23
H (2.28, 13.91, 4.84)  0.31
H (0.43, 14.48, 5.64)  0.31
C (-5.62, 8.78, 6.63)  -0.37
C (-4.78, 9.79, 7.45)  -0.29
O (-4.91, 9.46, 8.86)  -0.52
O (-6.94, 8.65, 7.16)  -0.52
H (-5.16, 7.81, 6.47)  0.27
H (-5.71, 9.20, 5.62)  0.30
H (-5.12, 10.80, 7.27)  0.25
H (-3.75, 9.60, 7.12)  0.29
H (-5.84, 9.60, 9.07)  0.28
H (-6.87, 8.33, 8.06)  0.30
C (-1.55, 10.98, 15.27)  -0.36
C (-2.78, 11.59, 15.95)  -0.42
O (-2.74, 12.99, 16.22)  -0.48
O (-0.35, 11.03, 15.95)  -0.48
H (-1.43, 11.44, 14.29)  0.26
H (-1.76, 9.92, 15.14)  0.28
H (-2.71, 11.05, 16.89)  0.27
H (-3.78, 11.36, 15.59)  0.37
H (-1.91, 13.17, 16.67)  0.27
H (-0.15, 11.92, 16.23)  0.28
C (-6.21, 21.99, 15.43)  -0.45
C (-6.37, 20.82, 16.36)  -0.29
O (-5.49, 19.75, 15.94)  -0.54
O (-7.04, 21.97, 14.25)  -0.52
H (-5.18, 22.12, 15.09)  0.31
H (-6.29, 22.96, 15.93)  0.35
H (-7.37, 20.38, 16.41)  0.30
H (-6.08, 21.15, 17.35)  0.25
H (-5.62, 18.90, 16.37)  0.29
H (-6.85, 22.81, 13.82)  0.29

---

A 15-piece molecular cluster, C35H100O21 overall in a non-equilibrium geometry. Source: the Open Molecules 2025 dataset; level of theory: the ωB97M-V functional and the def2-TZVPD basis.

Results
- HOMO-LUMO gap (eV) = 10.15

Last column: Mulliken charge in e.
Cartesian coordinates (Å):
C (2.51, 4.65, -1.52)  -1.12
C (3.13, 3.75, -2.62)  0.58
C (3.96, 2.62, -1.99)  -1.48
O (2.14, 3.16, -3.41)  -0.51
H (1.85, 4.15, -0.85)  -0.09
H (2.01, 5.45, -2.09)  0.42
H (3.26, 5.10, -0.86)  0.51
H (3.78, 4.30, -3.31)  0.36
H (4.40, 1.89, -2.69)  0.38
H (3.43, 2.04, -1.23)  0.05
H (4.84, 3.08, -1.58)  0.59
H (1.50, 3.84, -3.79)  0.28
C (1.28, -3.78, -5.89)  -1.02
C (0.86, -4.59, -4.64)  0.80
C (1.75, -5.75, -4.32)  -1.61
O (0.92, -3.79, -3.44)  -0.22
H (0.47, -3.09, -6.17)  0.20
H (1.55, -4.44, -6.75)  0.41
H (2.17, -3.13, -5.75)  0.06
H (-0.16, -4.83, -4.75)  0.36
H (2.71, -5.44, -3.90)  0.30
H (1.95, -6.39, -5.14)  0.47
H (1.32, -6.36, -3.55)  0.33
H (0.14, -3.20, -3.50)  0.04
C (-0.98, 6.10, -0.45)  -1.11
C (-0.63, 5.68, 0.96)  0.21
C (-0.98, 4.21, 1.40)  0.21
O (0.81, 5.78, 1.06)  -0.51
H (-0.91, 7.18, -0.60)  0.39
H (-1.97, 5.73, -0.70)  0.35
H (-0.26, 5.67, -1.15)  -0.01
H (-1.10, 6.37, 1.67)  0.47
H (-2.05, 4.00, 1.49)  0.24
H (-0.48, 4.13, 2.39)  -0.08
H (-0.47, 3.57, 0.69)  -0.45
H (1.03, 5.97, 1.99)  0.18
C (2.02, 5.40, 4.60)  -1.23
C (2.79, 4.10, 4.74)  0.31
C (2.31, 3.10, 3.71)  -0.46
O (4.17, 4.39, 4.55)  -0.60
H (2.31, 6.06, 5.43)  0.37
H (0.96, 5.28, 4.49)  0.31
H (2.41, 5.85, 3.69)  0.30
H (2.69, 3.64, 5.72)  0.30
H (2.27, 3.66, 2.73)  0.11
H (1.21, 2.97, 3.85)  -0.15
H (2.78, 2.13, 3.62)  0.52
H (4.58, 4.90, 5.25)  0.32
C (1.26, -5.35, 5.55)  -1.27
C (0.37, -5.60, 4.32)  0.17
C (0.26, -4.27, 3.50)  -0.80
O (0.82, -6.60, 3.44)  -0.52
H (2.26, -5.32, 5.06)  0.34
H (1.31, -6.11, 6.32)  0.41
H (1.01, -4.38, 6.02)  0.23
H (-0.64, -5.89, 4.62)  0.37
H (1.27, -3.75, 3.56)  0.28
H (-0.50, -3.65, 3.99)  0.13
H (-0.09, -4.46, 2.47)  0.38
H (0.67, -7.47, 3.83)  0.29
C (5.42, -0.90, -1.78)  -0.99
C (4.85, -2.10, -2.51)  -0.02
O (4.22, -1.70, -3.73)  -0.56
H (5.97, -0.23, -2.47)  0.26
H (6.20, -1.25, -1.03)  0.42
H (4.64, -0.34, -1.23)  0.07
H (4.18, -2.58, -1.85)  0.13
H (5.65, -2.79, -2.75)  0.45
H (3.54, -2.34, -4.02)  0.23
C (-4.00, 3.05, 3.62)  -0.61
C (-4.48, 1.79, 4.43)  0.09
O (-3.99, 1.71, 5.74)  -0.59
H (-2.97, 2.91, 3.36)  -0.09
H (-4.11, 3.93, 4.23)  0.40
H (-4.66, 3.16, 2.75)  0.34
H (-4.15, 0.89, 3.85)  -0.23
H (-5.56, 1.65, 4.43)  0.40
H (-3.03, 1.68, 5.75)  0.31
C (3.52, -6.85, 0.48)  -1.36
C (2.47, -6.29, -0.44)  0.12
O (3.00, -5.24, -1.17)  -0.41
H (4.31, -7.28, -0.09)  0.41
H (3.05, -7.62, 1.14)  0.31
H (4.02, -6.06, 1.04)  0.31
H (1.63, -5.94, 0.17)  0.16
H (2.04, -7.15, -1.04)  0.20
H (2.38, -4.70, -1.64)  0.17
C (1.09, -0.67, 0.77)  -1.11
C (0.18, 0.57, 0.91)  0.53
O (-0.77, 0.70, -0.15)  -0.22
H (1.85, -0.77, 1.59)  0.45
H (1.65, -0.78, -0.18)  0.06
H (0.27, -1.44, 0.81)  0.17
H (0.75, 1.44, 1.06)  0.32
H (-0.43, 0.42, 1.85)  -0.45
H (-0.32, 0.96, -1.01)  -0.42
C (0.59, -0.35, 4.84)  0.26
C (-0.84, 0.10, 4.94)  -0.26
O (-0.97, 1.55, 5.10)  -0.60
O (1.19, -0.03, 6.09)  -0.60
H (1.12, 0.13, 3.95)  -0.13
H (0.58, -1.41, 4.71)  0.10
H (-1.24, -0.35, 5.82)  0.57
H (-1.34, -0.17, 4.01)  0.01
H (-0.21, 1.81, 5.61)  0.26
H (2.17, -0.06, 6.07)  0.36
C (-2.31, 3.69, -3.50)  -0.03
C (-1.68, 3.85, -4.89)  -0.70
O (-0.29, 3.47, -4.70)  -0.51
O (-2.01, 2.41, -2.95)  -0.19
H (-3.41, 3.79, -3.54)  0.40
H (-1.86, 4.47, -2.85)  -0.10
H (-1.77, 4.90, -5.20)  0.42
H (-2.20, 3.15, -5.55)  0.27
H (-0.30, 2.52, -4.84)  0.28
H (-1.05, 2.24, -3.06)  -0.10
C (-4.48, 1.14, 0.02)  0.30
C (-5.67, 0.63, -0.72)  -0.65
O (-6.26, -0.53, -0.05)  -0.61
O (-3.47, 0.14, 0.02)  0.41
H (-4.76, 1.36, 1.07)  -0.11
H (-4.23, 2.13, -0.35)  0.36
H (-5.34, 0.37, -1.76)  0.07
H (-6.46, 1.36, -0.83)  0.48
H (-5.58, -1.19, -0.19)  0.38
H (-2.58, 0.54, -0.10)  -0.09
C (-3.00, -1.10, -3.13)  0.95
C (-2.90, -2.35, -4.01)  -1.05
O (-1.51, -2.54, -4.39)  -0.29
O (-2.67, 0.02, -3.87)  -0.54
H (-2.31, -1.29, -2.28)  -0.34
H (-4.02, -1.11, -2.83)  0.22
H (-3.56, -2.21, -4.88)  0.35
H (-3.23, -3.30, -3.52)  0.33
H (-1.34, -2.08, -5.20)  0.17
H (-2.63, 0.79, -3.23)  0.35
C (-3.15, -2.32, 2.62)  -0.43
C (-4.31, -2.45, 1.69)  -0.39
O (-4.00, -2.72, 0.29)  -0.64
O (-2.21, -1.32, 2.23)  0.51
H (-2.55, -3.20, 2.80)  0.08
H (-3.60, -2.12, 3.59)  0.33
H (-4.81, -1.45, 1.65)  0.16
H (-5.02, -3.21, 2.03)  0.42
H (-3.36, -2.02, -0.01)  0.22
H (-2.68, -0.71, 1.65)  -0.12
C (0.96, -0.13, -3.21)  0.21
C (0.88, 0.13, -4.72)  -0.73
O (-0.36, 0.76, -5.13)  -0.71
O (0.59, 1.12, -2.57)  0.77
H (1.96, -0.41, -2.86)  -0.01
H (0.17, -0.83, -2.87)  -0.02
H (1.00, -0.81, -5.33)  0.06
H (1.66, 0.81, -5.03)  0.45
H (-1.09, 0.30, -4.72)  0.33
H (1.09, 1.96, -2.91)  -0.25